The following is a DFT calculation (the ωB97M-V functional and the def2-TZVPD basis) of one molecule with the formula C6H11N.

## Properties
Lowest unoccupied orbital energy, eV: 0.950
Total charge: 0
Multiplicity: 1
Structure (SMILES): C=C/C=C(\C)NC
Gap between HOMO and LUMO, eV: 8.185

The geometry in XYZ format:
```
18
Properties=species:S:1:pos:R:3:forces:R:3:mulliken_charge:R:1
C -1.717706 0.168153 1.828785 0.3163 -0.5196 0.5027 -1.0346
N -1.669825 -0.372309 0.499075 -0.0525 0.2932 0.0385 -0.1845
C -0.529080 -0.346953 -0.245931 0.5408 -0.4136 -0.1896 0.9619
C 0.639682 0.174579 0.198269 -0.5408 1.3685 -0.6471 -0.3685
C 1.801089 0.395369 -0.662140 -0.3958 -0.2712 0.5076 -0.1534
C 2.807877 1.207864 -0.342910 0.4354 -0.3257 -0.0840 -0.9683
C -0.637140 -1.054115 -1.572004 -0.2756 -0.5113 0.6574 -1.4532
H -2.610361 -0.184899 2.333882 -0.2745 0.1962 -0.0848 0.3355
H -0.882959 -0.225901 2.426160 0.0171 0.1035 -0.1192 0.3429
H -1.654636 1.258416 1.870376 -0.1329 -0.0121 -0.1596 0.2986
H -2.441968 -0.912672 0.158934 -0.0320 0.0451 0.0529 0.2175
H 0.583024 0.836540 1.052797 0.2045 -0.2851 0.3772 0.2407
H 1.803211 -0.158715 -1.592950 0.3752 -0.1058 -0.0077 0.2254
H 3.742077 1.197466 -0.887441 -0.1511 0.2573 -0.3474 0.2640
H 2.803550 1.816876 0.549201 -0.1193 -0.0813 0.2174 0.2671
H -0.139553 -2.023084 -1.475083 0.1854 0.1189 -0.2698 0.3066
H -0.212665 -0.479549 -2.387914 -0.0855 -0.0603 -0.0918 0.3556
H -1.684610 -1.297058 -1.751108 -0.0147 0.2031 -0.3528 0.3466
```
Forces are in eV/Å.